Entry 1:
Computed, not measured: a cluster of 3 separate species, C5H15NO2 in total at a distorted geometry, with the ωB97M-V functional and the def2-TZVPD basis.

The geometry in XYZ format:
```
23
Properties=species:S:1:pos:R:3:nbo_charge:R:1
C -0.2444 -1.7380 0.0114 -0.656
N 0.1597 1.0164 0.7918 -0.835
C -0.4279 0.6849 -0.4546 0.179
C -0.5286 -0.5765 -0.8881 -0.123
C -0.9484 -0.8674 -2.3092 -0.624
C -0.8364 1.9025 -1.2484 -0.664
H 0.5156 -1.6543 0.7924 0.201
H -0.2705 -2.7275 -0.4606 0.226
H -1.1424 -1.8161 0.6874 0.228
H 0.7342 0.3867 1.3142 0.377
H 0.4554 1.9737 0.7537 0.384
H -1.6894 -0.1188 -2.5871 0.218
H -1.4568 -1.8633 -2.3225 0.207
H -0.0293 -0.9519 -2.9244 0.211
H -0.4328 2.8495 -0.9170 0.215
H -0.5235 1.9045 -2.3057 0.225
H -1.9260 1.8449 -1.1645 0.231
H 2.1839 0.4901 -0.5133 0.477
H 3.6042 0.8710 -0.2989 0.467
O 2.7520 0.9103 0.1431 -0.945
H -0.2233 -0.8484 2.4846 0.463
H -0.0945 -1.0321 3.9855 0.467
O -0.6332 -1.2949 3.2217 -0.931
```

Output
HOMO-LUMO gap (eV): 8.13
Maximum force (hartree/bohr): 0.0484
SMILES string: CC(C)=C(C)N.O.O
HOMO (Eh): -0.2758

Entry 2:
Computed, not measured: a structure of composition C5H15NO2 at a distorted geometry, with the ωB97M-V functional and the def2-TZVPD basis.

The geometry in XYZ format:
```
23
Properties=species:S:1:pos:R:3:nbo_charge:R:1
C 0.2799 0.2108 -1.5456 -0.618
C -0.4063 -1.1300 -1.1635 -0.139
C -1.8194 -0.8822 -0.4843 0.213
C -1.8482 -0.1869 0.7840 -0.341
C -2.9586 0.1140 1.5353 -0.141
N 0.6785 -1.5361 -0.2595 -0.816
H 0.5538 0.6627 -0.5779 0.270
H 1.2471 0.0391 -2.0859 0.285
H -0.4435 0.8628 -2.0578 0.193
H -0.6117 -1.9241 -1.8738 0.204
H -2.6606 -1.2276 -1.0787 0.203
H 0.0187 3.5688 0.3216 -0.034
H -0.8195 0.1222 1.0664 0.289
H -3.0241 0.6066 2.4871 0.229
H -3.8267 -0.0951 0.9629 0.190
H 0.4967 -2.4540 0.1444 0.357
H 1.6836 -1.1988 -0.3888 0.480
H 2.3777 0.5273 0.8267 0.521
H 1.8086 0.7687 2.3658 0.459
O 1.7156 0.9913 1.3981 -1.040
H 0.5780 3.1000 0.0524 0.032
H 3.9552 -0.5236 -0.1239 0.448
O 3.0252 -0.4160 -0.3050 -1.242
```

Output
HOMO-LUMO gap (eV): 4.28
Maximum force (hartree/bohr): 0.0672
HOMO (Eh): -0.2807

Entry 3:
Computed, not measured: a cluster of 2 separate species, C5H15NO2 in total at a distorted geometry, with the ωB97M-V functional and the def2-TZVPD basis.

The geometry in XYZ format:
```
23
Properties=species:S:1:pos:R:3:nbo_charge:R:1
C -1.0730 -0.9901 0.3250 -0.211
N -1.5474 0.3258 -0.0737 -0.687
C -1.4474 1.4165 0.8976 0.111
O -1.4938 2.6518 0.1665 -0.733
C 0.1663 -1.4659 -0.4442 -0.417
C 1.5086 -0.7523 -0.2211 -0.401
C 2.0311 -1.2721 1.2765 -0.618
H -1.9268 -1.7046 0.2423 0.192
H -0.9372 -0.8205 1.4155 0.181
H -1.1271 0.6959 -0.9164 0.383
H -2.2905 1.3181 1.5644 0.147
H -0.5012 1.6153 1.5160 0.141
H -2.0037 2.4858 -0.6340 0.458
H 0.2217 -2.5497 -0.1783 0.199
H -0.1787 -1.4307 -1.4769 0.210
H 1.2975 0.3092 -0.3054 0.198
H 2.3362 -1.0486 -0.8687 0.209
H 3.0702 -1.5956 1.1020 0.205
H 1.4189 -2.0983 1.6101 0.205
H 2.0751 -0.4002 1.9976 0.209
H 0.8732 1.6717 -2.2324 0.474
H -0.4438 2.2573 -2.3334 0.470
O -0.0284 1.3812 -2.4290 -0.928
```

Output
HOMO-LUMO gap (eV): 9.26
Maximum force (hartree/bohr): 0.0608
SMILES string: CCCCNCO.O
HOMO (Eh): -0.3178